#P
# C3H4HgO4

A molecular structure, C3H4HgO4 (the ωB97M-V functional and the def2-TZVPD basis, OMol25).

Each line ends with the Löwdin spin population.
Cartesian coordinates (Å):
O: -1.16 0.09 -2.21  0.14
O: -1.03 -1.56 0.73  0.01
C: -0.01 -0.91 1.34  0.00
C: 0.11 0.57 0.96  0.00
O: -0.73 0.85 -0.17  0.01
C: -0.30 0.47 -1.37  0.03
H: -0.06 -0.94 2.46  0.00
H: 1.00 -1.32 1.08  0.00
H: 1.15 0.81 0.68  0.00
H: -0.21 1.22 1.79  0.00
O: 0.90 0.66 -1.73  0.13
Hg: 0.33 0.08 -3.57  0.67

Summary:
2S+1: 2
Net charge: -1
Gap between HOMO and LUMO (spin up / spin down) in eV: 5.794 / 4.009

---

#Q
# C3H4HgO4

A molecular structure, C3H4HgO4 (the ωB97M-V functional and the def2-TZVPD basis, OMol25).

Each line ends with the Löwdin spin population.
Cartesian coordinates (Å):
H: 3.26 2.20 1.50  0.93
C: 1.13 0.20 -0.22  0.02
C: -0.22 0.86 -0.15  0.00
O: -1.25 0.24 -0.85  0.00
C: -1.86 -0.89 -0.33  0.00
O: -1.32 -1.40 0.68  0.00
O: -2.87 -1.25 -0.93  0.00
O: 1.33 -0.96 -0.51  0.01
H: 1.99 0.91 -0.14  0.04
H: -0.11 1.87 -0.57  0.00
H: -0.44 0.99 0.92  0.00
Hg: 0.37 -2.77 0.61  0.00

Summary:
2S+1: 2
Net charge: -1
Gap between HOMO and LUMO (spin up / spin down) in eV: 6.586 / 5.141

---

It is #Q that is most stable; the runner-up trails by 0.0235 hartree.

---

#P
# C2H4

A single C2H4 molecule (the ωB97M-V functional and the def2-TZVPD basis, OMol25).

Each line ends with the natural charge from an NBO analysis.
Cartesian coordinates (Å):
C: 0.12 -0.03 -0.61  -0.38
C: -0.26 0.06 0.66  -0.38
H: 0.88 -0.74 -0.86  0.18
H: 0.10 0.80 -1.25  0.18
H: -0.02 -0.95 1.14  0.21
H: -0.82 0.85 0.92  0.19

Summary:
SMILES: C=C
2S+1: 1
Net charge: 0
Gap between HOMO and LUMO in eV: 11.661

---

#Q
# C2H4

A single C2H4 molecule (the ωB97M-V functional and the def2-TZVPD basis, OMol25).

Each line ends with the natural charge from an NBO analysis.
Cartesian coordinates (Å):
C: -0.60 -0.01 -0.14  -0.38
C: 0.66 0.06 0.18  -0.39
H: -1.32 -0.60 0.36  0.19
H: -1.02 0.16 -1.19  0.18
H: 0.83 -0.11 1.25  0.20
H: 1.45 0.50 -0.45  0.20

Summary:
SMILES: C=C
2S+1: 1
Net charge: 0
Gap between HOMO and LUMO in eV: 11.729

---

It is #Q that is most stable; the runner-up trails by 0.0104 hartree.

---

#P
# C2H2OS

A molecular structure, C2H2OS (the ωB97M-V functional and the def2-TZVPD basis, OMol25).

Each line ends with the natural charge from an NBO analysis.
Cartesian coordinates (Å):
C: -0.58 -0.07 -0.67  -0.17
C: -0.54 -0.13 0.65  -0.26
O: 1.82 1.04 -0.08  -0.55
S: 0.92 -1.02 0.07  0.40
H: -0.63 0.42 -1.63  0.28
H: -1.00 -0.24 1.67  0.28

Summary:
2S+1: 1
Net charge: 0
Gap between HOMO and LUMO (spin up / spin down) in eV: 8.133 / 8.501

---

#Q
# C2H2OS

A single C2H2OS molecule (the ωB97M-V functional and the def2-TZVPD basis, OMol25).

Each line ends with the natural charge from an NBO analysis.
Cartesian coordinates (Å):
O: 1.88 -1.19 0.33  -0.47
C: 1.16 -0.24 0.13  0.36
C: -0.33 -0.38 0.02  -0.39
S: -1.30 0.87 -0.23  0.16
H: 1.54 0.78 0.03  0.13
H: -0.68 -1.40 0.14  0.21

Summary:
SMILES: O=CC=S
2S+1: 1
Net charge: 0
Gap between HOMO and LUMO in eV: 7.962

---

It is #Q that is most stable; the runner-up trails by 0.2290 hartree.

---

#P
# C2H3FS2

2 unconnected molecules or ions with the total composition C2H3FS2 (the ωB97M-V functional and the def2-TZVPD basis, OMol25).

Each line ends with the natural charge from an NBO analysis.
Cartesian coordinates (Å):
F: -2.50 -1.38 0.56  -0.31
C: -2.23 -0.54 -0.43  0.11
S: -1.24 0.76 -0.28  0.00
H: -2.65 -0.82 -1.46  0.19
C: 2.14 0.54 0.57  -0.44
S: 2.05 0.04 -1.01  0.05
H: 1.27 0.92 0.96  0.19
H: 3.16 0.48 1.08  0.21

Summary:
SMILES: FC=S.C=S
2S+1: 1
Net charge: 0
Gap between HOMO and LUMO in eV: 8.289

---

#Q
# C2H3FS2

2 unconnected molecules or ions with the total composition C2H3FS2 (the ωB97M-V functional and the def2-TZVPD basis, OMol25).

Each line ends with the natural charge from an NBO analysis.
Cartesian coordinates (Å):
C: -0.25 -0.04 -0.41  -0.23
C: -0.44 -0.01 0.78  -0.21
F: 3.58 1.35 -0.63  -0.52
S: 3.80 -1.68 -0.21  -0.38
S: 3.14 0.08 0.42  0.71
H: 0.06 0.24 -1.36  0.24
H: 1.73 -0.02 0.08  0.15
H: -0.97 -0.29 1.64  0.24

Summary:
2S+1: 1
Net charge: 0
Gap between HOMO and LUMO in eV: 8.567

---

#R
# C2H3FS2

2 unconnected molecules or ions with the total composition C2H3FS2 (the ωB97M-V functional and the def2-TZVPD basis, OMol25).

Each line ends with the natural charge from an NBO analysis.
Cartesian coordinates (Å):
F: -3.78 0.37 -0.71  -0.32
C: -2.69 -0.38 -0.57  0.11
S: -1.17 0.06 -0.21  0.02
H: -2.85 -1.36 -0.94  0.16
C: 2.61 0.19 0.75  -0.49
S: 2.02 0.47 -0.75  0.10
H: 3.75 0.42 0.70  0.21
H: 2.11 0.23 1.72  0.21

Summary:
SMILES: FC=S.C=S
2S+1: 1
Net charge: 0
Gap between HOMO and LUMO in eV: 8.179

---

It is #P that is most stable; the runner-up trails by 0.0098 hartree.

---

#P
# C8H15N

A single C8H15N molecule (the ωB97M-V functional and the def2-TZVPD basis, OMol25).

Each line ends with the natural charge from an NBO analysis.
Cartesian coordinates (Å):
C: 3.53 -0.65 1.00  -0.36
C: 2.45 -0.30 0.59  0.07
N: 0.99 0.45 -0.18  -0.39
C: 1.15 0.30 -1.63  -0.42
C: -0.13 -0.06 0.50  0.17
C: -0.12 0.25 2.00  -0.63
C: -0.49 -1.51 0.23  -0.66
C: -1.21 1.14 -0.23  -0.37
C: -2.27 0.53 -1.13  -0.62
H: 4.47 -0.97 1.39  0.24
H: 0.48 -0.44 -2.08  0.19
H: 2.18 0.00 -1.86  0.24
H: 1.02 1.27 -2.11  0.20
H: -1.11 0.07 2.44  0.22
H: 0.20 1.27 2.19  0.23
H: 0.60 -0.42 2.49  0.22
H: 0.26 -2.13 0.73  0.23
H: -0.47 -1.77 -0.82  0.21
H: -1.49 -1.74 0.62  0.22
H: -1.67 1.58 0.66  0.20
H: -0.70 1.96 -0.73  0.21
H: -1.84 0.08 -2.02  0.20
H: -2.96 1.32 -1.45  0.21
H: -2.86 -0.22 -0.60  0.20

Summary:
SMILES: C#CN(C)C(C)(C)CC
2S+1: 1
Net charge: 0
Gap between HOMO and LUMO in eV: 9.775

---

#Q
# C8H15N

A single C8H15N molecule (the ωB97M-V functional and the def2-TZVPD basis, OMol25).

Each line ends with the natural charge from an NBO analysis.
Cartesian coordinates (Å):
H: -1.45 0.50 -2.34  0.34
N: -0.52 0.55 -1.95  -0.63
C: -0.42 0.09 -0.79  0.32
C: -1.55 -0.38 0.03  -0.06
C: -1.75 -1.67 0.27  -0.39
C: -2.38 0.71 0.66  -0.63
C: 1.02 0.09 -0.13  -0.11
C: 2.06 -0.15 -1.22  -0.60
C: 1.22 1.50 0.45  -0.60
C: 1.15 -0.95 0.96  -0.61
H: -2.63 -2.02 0.79  0.20
H: -1.20 -2.44 -0.25  0.20
H: -3.27 0.29 1.14  0.22
H: -1.81 1.24 1.42  0.22
H: -2.69 1.43 -0.09  0.22
H: 1.95 -1.15 -1.64  0.21
H: 1.93 0.56 -2.03  0.23
H: 3.07 -0.06 -0.81  0.20
H: 2.23 1.59 0.86  0.21
H: 1.09 2.25 -0.32  0.22
H: 0.51 1.70 1.25  0.20
H: 0.30 -0.87 1.68  0.22
H: 2.09 -0.86 1.48  0.21
H: 1.06 -1.96 0.57  0.21

Summary:
SMILES: [H]/N=C(\C(=C)C)C(C)(C)C
2S+1: 1
Net charge: 0
Gap between HOMO and LUMO in eV: 10.363

---

It is #Q that is most stable; the runner-up trails by 0.1493 hartree.